(1)
Entry from the Open Molecules 2025 dataset: a gas-phase ion, C5H8BrF3NOS (charge +1) in a non-equilibrium geometry (ωB97M-V with the def2-TZVPD basis set).

Its orbital gap is 8.29 eV. As for the energy above the lowest of the compared OMol25 structures with the same formula, charge and spin: 193.9 kJ/mol. For the highest occupied orbital energy, the calculation gives -14.40 eV. For the total energy, the calculation gives -97872.920 eV. The LUMO energy is -6.10 eV.

ORCA input file:
```
! RIJCOSX wB97M-V def2-TZVPD def2/J DEFGRID3
* xyz 1 1
N 3.402 -1.273 0.393
H 3.708 -0.748 -0.453
H -2.482 -0.406 -1.382
O -0.682 -1.395 -0.975
F -1.261 -1.541 1.457
C -1.629 -0.378 -0.624
H 2.581 1.374 -0.166
Br 0.478 3.274 1.424
H -0.443 1.278 -1.609
H 1.562 0.141 -1.116
C -2.243 -0.798 0.802
H 1.730 -1.029 1.722
S 0.226 1.167 0.752
F -2.701 0.281 1.542
H -1.807 1.926 -0.580
C 2.300 -0.700 0.806
F -3.289 -1.674 0.534
C -1.038 1.101 -0.648
H -0.213 -1.158 -1.800
C 1.803 0.559 -0.079
*
```

Here are the natural (NBO) charges for atoms 1 to 6, given in e:
1 N -0.493
2 H 0.328
3 H 0.244
4 O -0.685
5 F -0.313
6 C -0.002


(2)
Entry from the Open Molecules 2025 dataset: a molecular structure, C38H84BeCl6F6O20P4 in a non-equilibrium geometry (ωB97M-V with the def2-TZVPD basis set).

Its orbital gap is 9.76 eV. For the highest occupied orbital energy, the calculation gives -9.30 eV. For the total energy, the calculation gives -210729.096 eV. The LUMO energy is 0.46 eV.

ORCA input file:
```
! RIJCOSX wB97M-V def2-TZVPD def2/J DEFGRID3
* xyz 0 1
H 10.595 21.875 18.127
P 15.795 16.545 9.451
F 18.332 16.727 14.408
C 14.039 16.663 13.656
H 13.073 18.892 16.012
H 21.482 14.720 13.466
Cl 15.339 15.927 20.776
C 15.096 19.698 16.057
H 21.197 14.430 11.782
H 8.407 15.791 19.356
H 19.741 17.964 11.428
C 15.137 14.421 8.000
H 14.681 18.210 20.662
O 12.737 18.593 19.453
H 12.575 23.563 13.231
H 17.125 13.821 7.745
H 19.496 18.253 9.710
H 14.764 24.068 14.450
H 9.933 14.016 15.626
H 18.578 15.889 10.692
C 19.551 11.218 9.963
O 12.440 14.578 11.814
C 10.883 15.987 10.530
H 16.303 14.383 6.273
H 21.655 13.102 12.855
H 15.775 17.630 19.401
H 16.477 17.799 22.344
H 12.103 13.743 17.490
H 12.282 15.038 16.214
O 10.878 19.929 18.576
H 16.718 10.178 10.240
H 9.989 15.096 14.145
C 8.298 13.801 14.241
O 15.611 15.801 8.015
P 12.415 19.899 18.872
C 10.192 20.905 17.778
H 13.342 15.025 17.652
C 19.578 13.847 12.909
H 7.895 16.998 20.539
O 16.977 13.842 10.858
H 15.139 21.170 8.798
H 15.571 14.981 14.857
H 16.389 19.217 8.405
H 11.230 16.716 11.197
C 13.995 23.411 14.893
H 14.011 22.067 21.033
H 15.619 11.677 11.881
H 13.239 23.585 19.025
H 20.285 9.818 8.697
C 14.100 22.933 19.075
H 16.336 10.661 13.231
C 16.307 10.878 12.188
C 19.012 18.067 10.640
C 14.714 20.292 9.192
H 13.958 18.281 17.349
O 14.544 13.536 11.821
H 11.523 15.427 19.115
C 13.185 13.417 11.935
H 13.795 12.291 17.096
H 10.452 19.589 16.078
H 20.444 11.666 10.431
H 17.051 9.039 11.478
H 14.451 22.533 15.486
H 13.495 18.678 13.679
H 9.634 17.690 18.768
O 8.250 17.308 17.329
C 13.495 17.920 12.839
H 18.373 18.932 10.960
H 18.749 10.528 8.234
H 15.750 18.890 15.681
H 11.512 13.949 9.999
O 17.606 11.613 12.194
F 17.997 14.873 15.551
H 19.206 14.838 13.111
H 19.104 13.159 13.624
H 17.387 16.934 11.420
H 7.365 13.889 14.803
H 13.499 16.434 14.597
C 16.099 15.706 14.269
H 14.873 18.969 7.527
H 19.224 10.326 10.630
H 9.080 20.927 17.871
H 12.393 17.865 12.656
C 7.869 16.709 19.469
C 16.234 13.736 7.151
C 13.097 22.818 13.806
H 14.142 14.443 7.558
P 17.943 12.776 11.193
H 15.165 14.028 9.012
H 14.701 11.408 18.245
H 12.456 10.254 17.621
C 9.372 14.627 14.903
F 13.319 11.483 13.509
H 14.048 18.448 12.084
H 15.019 20.443 15.173
C 15.283 19.086 8.548
H 9.719 21.073 15.712
C 13.818 19.199 16.752
O 10.474 17.532 16.087
H 12.816 12.661 11.237
H 20.285 11.470 8.029
O 18.485 12.099 9.872
H 13.918 15.857 12.954
Cl 13.031 24.369 16.070
H 14.692 20.304 10.273
C 13.016 12.831 13.452
H 8.580 12.784 14.179
P 9.498 16.630 16.611
C 13.937 21.733 19.991
H 10.696 16.354 9.534
H 17.697 17.745 21.055
H 11.856 16.735 17.789
C 8.539 17.777 18.685
Cl 14.218 22.102 12.591
Be 15.711 14.494 11.860
Cl 16.764 19.928 21.528
C 12.360 14.782 17.278
O 10.114 15.587 17.650
H 11.401 21.005 15.964
H 15.387 9.226 10.930
C 18.142 16.888 10.579
C 21.070 14.007 12.766
O 8.697 15.749 15.590
C 14.276 11.343 17.251
C 19.732 10.723 8.578
H 14.278 22.482 18.108
O 16.524 15.078 13.095
H 16.084 12.716 6.924
C 15.597 17.698 20.417
C 16.297 9.771 11.153
H 15.041 23.447 19.277
F 13.815 13.470 14.358
H 6.789 16.712 19.184
C 10.459 20.639 16.307
H 13.668 20.440 8.964
H 8.116 14.104 13.248
H 8.183 18.789 18.711
C 11.901 14.903 10.457
O 12.627 21.169 19.775
O 15.261 15.879 10.615
H 12.740 15.314 9.845
F 11.775 12.978 13.881
O 13.265 20.249 17.556
H 9.986 15.623 10.973
O 15.433 16.890 13.974
O 19.311 13.422 11.625
C 16.684 18.146 21.341
H 12.424 22.115 14.271
Cl 15.640 11.228 16.137
H 15.633 20.256 16.846
C 17.357 16.001 15.089
H 13.066 10.029 16.038
O 15.035 17.945 9.420
H 14.759 20.952 19.873
O 17.370 16.842 9.345
Cl 14.090 8.589 17.483
C 11.499 15.755 18.041
C 13.368 10.154 17.062
F 17.024 16.660 16.262
*
```

Here are the Mulliken charges for atoms 1 to 6, given in e:
1 H 0.358
2 P -0.740
3 F -0.259
4 C 1.472
5 H -0.135
6 H 0.449


(3)
Entry from the Open Molecules 2025 dataset: a molecular structure, C33H34CrF3N5O3PS (ωB97M-V with the def2-TZVPD basis set).

Its orbital gap (alpha / beta) is 7.97 / 8.23 eV. As for the energy above the lowest of the compared OMol25 structures with the same formula, charge and spin: 4.1 kJ/mol. The expectation value of S² is 0.7639. For the highest occupied orbital energy (alpha / beta), the calculation gives -8.04 / -7.84 eV. For the total energy, the calculation gives -105064.848 eV. The LUMO energy (alpha / beta) is -0.08 / 0.38 eV.

ORCA input file:
```
! RIJCOSX wB97M-V def2-TZVPD def2/J DEFGRID3
* xyz 0 2
H 3.355 -1.254 -0.447
H -0.931 -4.073 5.021
C -1.996 0.067 2.975
S 1.756 -0.249 1.957
H 6.058 -0.729 -1.316
C -0.401 -3.306 4.473
F 1.742 -0.485 6.442
F 3.171 -0.524 4.821
H 0.851 -0.420 -4.675
H -1.140 1.864 5.719
H -2.599 4.950 0.578
H 4.806 -3.461 -3.468
H 3.705 -2.574 -2.443
C -0.222 1.894 0.228
H -0.312 5.245 -0.286
C -1.947 4.090 0.483
C -2.896 -2.006 -0.186
C 5.528 -0.318 -2.176
C 0.410 0.236 -3.926
C -3.108 -0.808 0.490
H -2.214 -0.626 -3.829
H -6.477 -0.610 0.164
H 6.353 -1.581 -3.622
C -1.528 1.754 0.717
H -4.579 0.614 1.154
C -2.436 0.152 5.728
C -0.288 -0.607 -2.873
P -1.649 0.013 1.185
N 4.268 0.242 -1.696
C 1.010 -1.378 4.384
H 3.460 -0.713 -4.108
H -1.882 -2.380 -0.286
H -3.391 2.709 1.265
H -2.609 0.187 6.796
O -0.720 0.218 -1.771
N 3.850 1.452 -2.099
F 1.549 0.907 4.808
H -3.666 -1.581 5.423
C -1.485 -1.345 -3.450
C 1.864 -0.364 5.102
C 5.339 -1.380 -3.261
C -0.449 -3.258 3.093
C 4.498 -0.855 -4.420
H -0.746 1.788 3.293
H -3.277 -1.659 2.996
H 6.089 0.535 -2.556
C 3.327 -0.289 -0.923
C -5.254 -2.201 -0.601
H 0.411 -2.327 6.204
H 4.877 0.094 -4.802
H -1.161 -1.989 -4.267
H 1.198 0.847 -3.485
C 4.760 -2.680 -2.708
O 1.333 -2.361 -2.969
Cr 0.527 0.000 0.097
C -0.650 4.255 -0.006
N 2.339 0.577 -0.843
C 0.691 -1.618 -2.250
C -1.396 1.055 3.756
H -0.803 1.143 -2.030
C -3.969 -2.705 -0.726
C -5.472 -1.001 0.068
H -1.968 -1.957 -2.689
O 0.737 -1.601 -0.955
C 0.345 -2.339 5.125
H -1.020 -3.993 2.534
C -4.404 -0.310 0.616
C -3.029 -0.839 4.958
C -2.395 2.835 0.859
C -2.808 -0.884 3.589
H -6.091 -2.741 -1.026
C 0.902 -1.404 2.982
C 0.211 3.174 -0.133
C -1.618 1.096 5.123
H -3.798 -3.638 -1.247
N 2.694 1.641 -1.588
H 4.491 -1.577 -5.236
H 5.317 -3.030 -1.836
H 1.212 3.327 -0.516
H -0.309 0.894 -4.422
N 0.178 -2.339 2.365
*
```

Here are the Mulliken charges for atoms 1 to 6, given in e:
1 H 0.624
2 H 0.450
3 C 0.401
4 S -0.684
5 H 0.456
6 C -0.749


(4)
Entry from the Open Molecules 2025 dataset: 2 unconnected molecules or ions with the total composition C7H11N2 in a non-equilibrium geometry (ωB97M-V with the def2-TZVPD basis set).

Its orbital gap is 8.72 eV. As for the energy above the lowest of the compared OMol25 structures with the same formula, charge and spin: 804.8 kJ/mol. For the highest occupied orbital energy, the calculation gives -12.00 eV. For the total energy, the calculation gives -10403.377 eV. The LUMO energy is -3.29 eV.

ORCA input file:
```
! RIJCOSX wB97M-V def2-TZVPD def2/J DEFGRID3
* xyz 1 1
H -0.796 0.645 -2.296
C 1.830 -1.678 0.524
C -1.834 0.329 -2.180
N 1.035 -0.750 1.285
H -2.317 0.004 -3.193
H -3.603 1.536 -1.267
H -1.936 -0.540 -1.621
H 1.667 -2.508 2.738
H -2.399 2.312 -2.295
C 1.817 -1.841 1.936
H -0.435 2.564 1.149
H 1.424 -2.087 -0.408
C -1.066 2.147 0.423
C 3.109 -1.450 1.186
C 0.150 0.119 1.430
H 3.882 -2.137 0.954
H 0.020 0.283 2.511
N -1.713 1.935 -0.507
H 3.660 -0.428 1.230
C -2.495 1.546 -1.599
*
```

Here are the natural (NBO) charges for atoms 1 to 6, given in e:
1 H 0.222
2 C -0.056
3 C -0.608
4 N -0.305
5 H 0.250
6 H 0.265